(1)
Formula: C8H12OS
Source: the OMol25 dataset
Level of theory: wB97M-V/def2-TZVPD

ΔE to the lowest compared entry with this formula, charge and spin   91.3 kJ/mol
SMILES string   CC(C)=C1CC=CS1.C=O
LUMO level   0.77 eV

Each line ends with the Löwdin charge.
Element x y z (Å)
S1 1.75212 0.03379 -1.22364  0.9425
O1 -1.80944 -2.07933 0.00670  0.0018
C1 -0.96803 -2.69218 -0.57539  -0.1496
C2 -1.69165 1.33112 0.69483  -0.0525
C3 2.86411 -0.48301 0.02409  -0.4228
C4 -1.08689 1.22154 -1.75375  -0.0714
C5 2.41247 -0.34389 1.26146  -0.1866
C6 -0.66035 0.98518 -0.33779  -0.3967
C7 0.52990 0.49470 -0.00652  -0.4866
C8 1.03779 0.22612 1.38494  -0.1999
H1 -1.03875 -2.93596 -1.64851  0.0822
H2 -1.53105 0.79237 1.62340  0.0700
H3 0.37557 -0.47463 1.90616  0.1193
H4 -1.67351 2.40071 0.90950  0.0873
H5 -0.25190 1.11864 -2.44151  0.0403
H6 -1.85901 0.50087 -2.02714  0.0863
H7 -2.68166 1.07994 0.31848  0.0821
H8 3.81578 -0.87159 -0.29031  0.0626
H9 1.05495 1.15062 1.97310  0.1257
H10 -0.05122 -3.06200 -0.08585  0.0824
H11 -1.51072 2.21939 -1.85383  0.0835
H12 2.97151 -0.61238 2.14158  0.1002


(2)
Formula: C41H45NP2W
Source: the OMol25 dataset
Level of theory: wB97M-V/def2-TZVPD

ΔE to the lowest compared entry with this formula, charge and spin   0.0 kJ/mol
Net charge   +2
2S+1   3
LUMO level (spin up / spin down)   -5.71 / -8.10 eV

Each line ends with the Löwdin spin population.
Element x y z (Å)
W1 -4.08990 -2.15141 1.99767  -0.0028
P1 4.36543 1.69699 -0.31785  0.2599
P2 2.54601 3.66672 -2.25499  0.2944
N1 -4.72101 -2.39996 3.98954  0.0247
C1 2.37847 5.46938 -4.49800  0.0259
C2 -2.66222 -1.16973 4.35667  0.0461
C3 -1.72049 2.96036 -3.93144  0.0082
C4 6.70440 1.87515 1.17082  0.0095
C5 4.29133 6.70083 -5.33777  0.0307
C6 -2.77922 -3.77550 1.75052  0.0002
C7 0.87130 3.28923 -2.91926  0.0421
C8 2.95317 6.31103 -5.45702  0.0021
C9 4.25712 1.46649 -2.10882  0.0201
C10 -6.82310 -3.70869 3.90762  0.0520
C11 3.50884 -2.06879 1.21125  -0.0005
C12 3.15163 4.96842 -3.44358  0.0557
C13 -4.95748 -4.87085 0.94616  0.0001
C14 6.94291 0.53708 -0.83978  0.0117
C15 8.02411 1.59342 1.51859  -0.0008
C16 0.63650 2.38866 -3.96426  0.0123
C17 3.50719 0.17676 0.29828  0.0360
C18 -3.70758 -1.79552 -0.03410  0.0000
C19 -5.25179 -3.87700 -0.20475  -0.0001
C20 2.12728 -2.15880 1.00320  0.0233
C21 8.81411 0.79043 0.68256  0.0063
C22 3.50256 2.27603 -2.90128  0.0219
C23 -2.53625 -2.59080 -0.52998  0.0000
C24 -5.00517 -2.43222 0.15458  -0.0003
C25 4.48692 5.39979 -3.30266  0.0219
C26 -5.54335 -2.84321 6.02402  0.1062
C27 -4.11884 -4.28079 2.04308  0.0008
C28 8.27684 0.27482 -0.49999  0.0025
C29 4.19144 -0.89473 0.88394  0.0207
C30 -2.20795 -3.82572 0.34578  0.0004
C31 2.10904 0.10053 0.12305  0.0176
C32 -0.21417 3.96923 -2.32706  0.0114
C33 6.14149 1.32183 -0.00097  0.0436
C34 -4.34896 -2.09857 6.17305  0.1408
C35 5.05204 6.25942 -4.24541  -0.0010
C36 1.42395 -1.06094 0.48500  -0.0018
C37 -3.84667 -1.85412 4.88218  0.2730
C38 -4.96243 -0.21549 2.01589  -0.0007
C39 -0.65506 2.24811 -4.48805  0.0025
C40 -5.76051 -3.02033 4.64238  0.2939
C41 -1.50096 3.81381 -2.83900  -0.0010
H1 -7.12720 -3.17325 2.99108  0.0086
H2 -6.51872 -4.72671 3.61383  0.0221
H3 -2.47016 -4.76350 -0.17892  0.0000
H4 6.09042 6.57777 -4.13955  -0.0005
H5 1.45632 1.80839 -4.38576  0.0007
H6 6.53953 0.11215 -1.75674  0.0005
H7 6.08786 2.51109 1.80927  0.0023
H8 4.74296 7.34489 -6.09456  0.0014
H9 4.81847 0.63091 -2.54204  0.0074
H10 -3.87121 -1.77002 7.08856  0.0029
H11 -4.72589 -4.18122 -1.12673  0.0000
H12 -6.32307 -3.98734 -0.44958  0.0000
H13 -3.71361 -0.73677 -0.29560  0.0001
H14 1.33107 5.17764 -4.59631  0.0011
H15 -5.60102 -0.16053 2.90747  0.0001
H16 0.34101 -1.11823 0.35817  -0.0006
H17 -4.26395 -4.71916 3.03312  0.0002
H18 -1.64846 -1.93773 -0.56703  0.0000
H19 5.26717 -0.82600 1.06051  0.0009
H20 -1.10726 -3.87728 0.43942  0.0000
H21 -4.47159 -5.78861 0.55512  0.0000
H22 4.06074 -2.91379 1.62474  -0.0002
H23 -2.69814 -2.90955 -1.57667  0.0000
H24 -2.72625 2.85315 -4.34263  0.0004
H25 -2.43077 -1.39255 3.26691  0.0008
H26 -5.55601 -0.03261 1.11526  -0.0003
H27 -2.76711 -0.07449 4.45765  0.0179
H28 8.43945 1.99459 2.44385  -0.0002
H29 -2.05071 -3.89777 2.55608  -0.0003
H30 -5.87495 -1.78102 0.05148  -0.0001
H31 2.35302 6.65418 -6.30093  0.0000
H32 -0.03016 4.63292 -1.47999  0.0023
H33 -1.78232 -1.48997 4.93550  0.0097
H34 9.84807 0.57013 0.95559  0.0003
H35 8.89176 -0.33919 -1.16166  0.0005
H36 -5.91151 -5.22241 1.38221  0.0004
H37 5.08896 5.03222 -2.47038  0.0002
H38 -2.33136 4.36358 -2.39563  -0.0002
H39 1.59657 -3.08225 1.24426  0.0013
H40 -0.82309 1.58105 -5.33653  0.0004
H41 1.57063 0.94267 -0.31558  -0.0007
H42 -7.70417 -3.79854 4.55966  0.0026
H43 -4.15257 0.52521 2.09964  0.0000
H44 3.50488 2.15549 -3.99350  0.0076
H45 -6.19864 -3.22887 6.79712  0.0009


(3)
Formula: C5H5NO
Source: the OMol25 dataset
Level of theory: wB97M-V/def2-TZVPD

ΔE to the lowest compared entry with this formula, charge and spin   400.7 kJ/mol
SMILES string   OC=C=CC1=NC1
LUMO level   0.24 eV

Each line ends with the Löwdin charge.
Element x y z (Å)
O1 0.39890 -0.94494 -2.17024  0.0358
N1 -0.65572 1.83798 1.57685  0.1814
C1 0.41407 1.53437 0.43495  -0.1008
C2 -0.25560 -1.34066 0.08237  0.0101
C3 -0.53822 0.69257 1.09239  -0.4064
C4 -0.92032 -0.70267 1.02412  -0.0374
C5 0.65056 -1.18029 -0.86781  -0.2026
H1 0.20800 1.96847 -0.54593  0.0844
H2 -0.53998 -0.73133 -2.27486  0.1202
H3 -1.64572 -1.12922 1.69320  0.0965
H4 1.46156 1.55303 0.74410  0.0861
H5 1.70196 -1.37149 -0.67956  0.1326


(4)
Formula: C12H43ClN17O13
Source: the OMol25 dataset
Level of theory: wB97M-V/def2-TZVPD

2S+1   2
LUMO level (spin up / spin down)   -0.87 / -7.06 eV

Each line ends with the Löwdin spin population.
Element x y z (Å)
Cl1 17.44369 13.67854 15.39102  0.0000
O1 14.51709 17.47351 17.35692  0.0005
O2 17.33709 12.33792 14.83384  0.0000
O3 13.18532 12.28836 17.36960  0.0000
O4 19.14211 18.57278 17.39043  0.0005
O5 16.15747 14.32074 15.27606  -0.0001
O6 12.43989 17.29738 14.17675  0.7716
O7 16.68397 13.84604 21.29730  0.0000
O8 13.07093 10.93916 12.95979  0.0032
O9 22.33795 15.20409 13.12614  0.0000
O10 19.19022 9.62040 10.76164  0.0000
O11 18.35310 14.15149 14.40098  0.0000
O12 18.29591 8.96935 18.54806  0.0000
O13 18.07622 13.73336 16.70218  0.0000
N1 15.25943 10.91936 12.60646  0.0006
N2 23.13598 14.98066 15.08010  0.0000
N3 14.68576 17.39641 14.45605  0.0713
N4 13.01716 17.26451 18.99754  0.0000
N5 21.46045 13.76839 14.47496  0.0000
N6 15.27618 11.82550 17.78698  0.0000
N7 17.86759 9.87097 16.57687  0.0000
N8 13.73510 15.92806 13.18367  0.0398
N9 19.55398 11.26460 12.25842  0.0000
N10 17.00276 18.73464 18.21032  0.0001
N11 13.98528 15.48451 18.16786  0.0001
N12 19.13177 9.41510 12.96394  0.0000
N13 13.83698 11.37224 19.28707  0.0000
N14 14.34012 12.64085 13.47917  0.0046
N15 17.53566 17.06327 16.96034  0.0021
N16 20.10717 14.01119 19.85842  0.0000
N17 18.16742 11.13802 18.25981  0.0000
C1 17.76183 14.46078 20.60415  0.0000
C2 14.14907 11.48657 12.98756  0.0005
C3 13.56833 16.93728 13.93803  0.0933
C4 19.30537 10.06604 11.85484  0.0000
C5 18.19270 9.90904 17.80726  0.0000
C6 19.60172 13.40339 22.05794  0.0000
C7 14.03643 11.82291 18.10557  0.0000
C8 17.98836 18.17089 17.55329  0.0001
C9 13.86964 16.80992 18.11972  0.0000
C10 18.99023 13.50460 20.62088  0.0000
C11 22.25817 14.70213 14.14330  0.0000
C12 15.38062 14.42082 21.16504  0.0000
H1 19.29321 11.56515 13.18674  0.0000
H2 16.55761 16.82040 17.02765  -0.0001
H3 15.47622 16.79317 14.27895  0.0043
H4 18.86176 8.44189 12.97064  0.0000
H5 23.15074 14.55847 15.99751  0.0000
H6 13.19217 15.02049 18.58710  0.0000
H7 16.16721 18.20906 17.99648  0.0000
H8 18.86559 13.04393 22.77696  0.0000
H9 19.87388 14.28186 18.91374  0.0000
H10 21.44854 13.56937 15.46509  0.0000
H11 20.05062 14.32358 22.43189  0.0000
H12 18.23032 16.48157 16.51406  0.0000
H13 20.50190 12.79566 21.96596  0.0000
H14 15.19386 15.32644 21.74218  0.0000
H15 15.28658 12.99324 13.49041  -0.0001
H16 17.54993 14.51042 19.53610  0.0000
H17 19.58281 11.85187 11.43722  0.0000
H18 18.67631 11.27375 19.12161  0.0000
H19 12.97714 11.77587 19.63038  0.0000
H20 15.53863 11.99705 16.82688  0.0000
H21 15.94388 11.37702 18.39783  0.0000
H22 18.03377 15.41787 21.04928  0.0000
H23 14.42924 14.98410 17.41117  0.0000
H24 17.21368 19.48304 18.85492  0.0000
H25 18.78196 12.44775 20.45413  0.0000
H26 13.46737 13.06706 13.75623  -0.0002
H27 18.20921 11.83350 17.52861  0.0000
H28 12.92530 15.41753 12.86167  0.0005
H29 13.03929 16.63552 19.78747  0.0000
H30 20.50816 14.81616 20.31812  0.0000
H31 14.66738 13.71076 21.58363  0.0000
H32 12.89507 18.26524 19.05856  0.0000
H33 14.67703 17.83549 15.36558  0.0015
H34 15.04448 10.05696 12.12672  0.0000
H35 14.64240 15.50915 13.03731  0.0059
H36 17.81250 8.96455 16.13475  0.0000
H37 16.16536 11.09336 13.01770  0.0000
H38 19.28955 9.80960 13.88023  0.0000
H39 17.74367 10.75530 16.10496  0.0000
H40 23.74319 15.75992 14.87000  0.0000
H41 15.21843 14.37377 20.08820  0.0000
H42 20.53544 13.76379 14.06947  0.0000
H43 14.58603 11.54111 19.94319  0.0000